Entry from OMol25: the molecule C24H30FN3O2 (the ωB97M-V functional and the def2-TZVPD basis).

HOMO energy ... -8.76 eV
SMILES ... CN(CCNC(=O)[C@@H]1CCC(=O)N(Cc2cccc(F)c2)C1)CCc1ccccc1
Frontier orbital gap ... 0.3459 hartree
ΔE to the lowest compared entry with this formula, charge and spin ... 18.34 kcal per mole
DFT total energy ... -36659.0512 eV
F_max ... 0.7 eV/A

Last column: Löwdin charge in e.
Positions of all 60 atoms, in Å:
C1 3.4097 -3.9322 0.7035  -0.082
C2 -0.7025 2.9768 0.6122  -0.481
H1 -1.7557 2.5962 2.4082  0.148
C3 4.7324 -4.1106 0.3370  -0.100
H2 1.5596 -0.6903 -0.5908  0.098
C4 0.5981 3.0741 -1.4519  -0.148
N1 -1.8977 0.0169 0.2504  -0.065
H3 4.1414 0.9175 -0.8640  0.124
C5 -0.1872 1.1020 2.1761  -0.115
F1 -5.7875 -3.3794 0.7579  0.062
C6 -3.9165 -0.7542 -0.8779  -0.201
N2 2.2963 1.7675 -0.2389  -0.244
C7 -4.1988 -1.8964 -0.1384  0.051
H4 -1.4530 -0.4980 2.9106  0.129
H5 -0.3271 1.4070 -0.6165  0.122
C8 2.7184 -2.8057 0.2921  -0.032
C9 3.2254 0.6482 -0.3112  -0.196
H6 0.2134 -0.9919 2.5730  0.125
O1 -0.5798 -1.8172 0.2988  0.046
H7 2.6803 2.8723 -2.0232  0.126
C10 -5.5155 -2.2736 0.0358  -0.265
H8 2.0707 3.6025 0.7304  0.077
H9 -3.1001 0.7884 1.7794  0.136
H10 6.3887 -3.2980 -0.7492  0.100
H11 -3.4040 -2.4872 0.2903  0.130
H12 0.7007 1.1829 1.5441  0.098
H13 5.1595 -1.3040 -1.4887  0.110
C11 4.6665 -2.0371 -0.8658  -0.049
C12 3.3414 -1.8449 -0.4933  -0.235
H14 3.7242 3.2988 0.1494  0.092
C13 -2.4828 -0.3186 -1.0346  -0.097
H15 -7.0764 0.1589 -1.6743  0.106
H16 -4.7455 0.8695 -1.9985  0.110
H17 2.9128 -4.6744 1.3113  0.101
O2 -0.5810 4.1588 0.8562  0.067
C14 -4.9600 -0.0188 -1.4226  -0.048
H18 3.0920 2.4331 1.5662  0.087
C15 -0.6101 -0.3666 2.2275  -0.071
H19 0.0897 1.4389 3.1751  0.122
H20 1.7077 1.3948 -2.1870  0.108
H21 -3.0227 1.7507 0.3002  0.138
C16 5.3587 -3.1609 -0.4524  -0.090
C17 -6.5654 -1.5524 -0.5054  -0.012
H22 2.6066 -0.5512 -2.0140  0.116
H23 1.6810 -2.6775 0.5639  0.090
H24 -7.5802 -1.8811 -0.3488  0.117
H25 0.7710 4.0756 -1.0533  0.114
H26 5.2728 -4.9887 0.6593  0.098
H27 0.1536 3.1704 -2.4484  0.119
C18 2.8282 2.8349 0.5889  -0.080
H28 3.5175 0.4150 0.7168  0.127
N3 -0.3218 2.4141 -0.5554  0.082
C19 -6.2738 -0.4185 -1.2419  -0.072
C20 -2.4293 1.1412 0.9847  -0.097
C21 -1.3124 1.9933 1.6115  -0.179
H29 -2.4183 0.5467 -1.7017  0.126
H30 -1.8830 -1.1394 -1.4404  0.134
C22 1.8958 2.2589 -1.5480  -0.178
C23 -1.0214 -0.8258 0.8484  -0.466
C24 2.5954 -0.6115 -0.9228  -0.132

Forces on the atoms, in the same order (eV/Å):
0.045 -0.078 0.059
-0.511 -0.368 0.317
0.057 -0.013 -0.152
0.041 -0.110 0.046
-0.050 0.019 -0.043
0.148 0.138 -0.097
-0.007 0.079 -0.389
0.049 -0.020 0.079
-0.053 -0.066 0.216
0.016 0.072 -0.063
-0.161 0.081 -0.078
0.285 -0.021 -0.194
-0.172 -0.105 0.050
-0.027 -0.035 0.041
-0.037 0.043 0.193
-0.030 0.020 0.003
-0.181 -0.057 0.002
-0.116 -0.055 -0.063
0.138 -0.461 -0.097
-0.022 -0.080 -0.033
0.084 0.122 -0.046
-0.010 0.117 0.051
0.000 0.100 -0.115
0.074 -0.011 -0.022
0.097 -0.112 0.076
-0.006 -0.008 0.033
0.056 0.080 -0.077
0.001 0.008 -0.006
-0.079 -0.004 -0.103
0.037 0.022 -0.001
0.065 -0.255 -0.120
-0.082 0.047 -0.029
0.049 0.103 -0.053
-0.046 -0.061 0.046
0.152 0.390 0.165
0.141 0.007 -0.050
0.020 0.023 0.059
0.212 -0.048 0.015
0.036 0.017 -0.029
0.055 0.022 -0.046
-0.017 -0.082 0.051
0.111 -0.003 -0.019
0.016 -0.123 0.070
-0.089 0.009 0.004
-0.140 0.043 0.024
-0.097 -0.054 0.032
-0.036 -0.092 -0.098
0.036 -0.067 0.021
0.110 0.095 0.076
-0.082 -0.030 -0.030
0.055 0.015 -0.064
-0.060 -0.085 -0.572
-0.035 -0.054 0.036
-0.138 0.299 0.408
0.005 0.216 -0.072
0.004 -0.048 0.042
-0.075 0.197 -0.018
-0.200 -0.016 0.156
0.143 0.122 0.356
0.218 0.118 0.048



Entry from OMol25: a cluster of 2 separate species, C5H10IN4O in total (the ωB97M-V functional and the def2-TZVPD basis).

HOMO energy ... -12.98 eV
Frontier orbital gap ... 0.2950 hartree
ΔE to the lowest compared entry with this formula, charge and spin ... 8.87 kcal per mole
DFT total energy ... -21447.2279 eV
Total charge ... +1
F_max ... 6.6 eV/A

Last column: Löwdin charge in e.
Positions of all 21 atoms, in Å:
H1 0.4045 -0.1110 3.2127  0.078
N1 0.6685 1.6950 -2.9411  0.125
N2 0.7996 2.2599 -0.6616  -0.588
C1 1.4682 2.3488 -1.9267  -0.081
H2 1.5859 -1.1022 2.3335  0.089
C2 -0.4409 -1.3593 1.7051  -0.490
H3 2.4596 2.8564 -2.1625  0.151
N3 -0.3721 1.5608 -0.7474  0.087
H4 -0.4776 -3.4974 1.6803  0.096
H5 0.6008 -2.7513 0.4599  0.091
H6 0.5145 -1.8476 3.5600  0.096
C3 -0.3587 -2.6723 0.9754  -0.015
H7 -1.1595 -2.7262 0.2353  0.085
H8 -1.2984 0.2787 -3.7619  0.145
H9 -2.3280 0.4388 -2.2983  0.139
N4 -1.4322 0.5896 -2.7877  0.169
C4 0.5863 -1.0940 2.7734  -0.018
C5 -0.4468 1.2469 -2.1374  -0.314
O1 -1.3071 -0.5391 1.4405  0.020
I1 1.5712 3.1071 1.0458  0.978
H10 -1.0377 1.3183 0.0027  0.157

Forces on the atoms, in the same order (eV/Å):
-0.002 -0.125 -0.026
0.079 1.247 6.440
3.119 1.229 -1.815
-4.184 -2.378 -0.570
0.019 -0.224 0.109
-0.288 0.189 -0.027
-1.619 -0.710 0.865
0.250 -0.568 -4.756
0.218 -0.014 -0.050
0.053 -0.148 0.187
0.180 -0.057 -0.112
-0.389 0.168 -0.218
0.081 -0.004 0.109
-0.069 0.507 1.016
0.861 -0.124 -0.755
-0.337 0.214 1.453
-0.231 0.420 0.023
1.444 0.510 -1.281
0.440 0.031 -0.227
-0.413 -0.304 -0.288
0.790 0.141 -0.079



Entry from OMol25: a structure of composition C25H20Cl4O2PW (the ωB97M-V functional and the def2-TZVPD basis).

HOMO energy (alpha / beta) ... -10.19 / -10.09 eV
Frontier orbital gap (alpha / beta) ... 0.1669 / 0.1563 hartree
ΔE to the lowest compared entry with this formula, charge and spin ... 0.00 kcal per mole
Expectation value of S² ... 2.01
DFT total energy ... -91538.7693 eV
Total charge ... +1
F_max ... 4.7 eV/A
Multiplicity ... 3

Last column: Löwdin charge in e.
Positions of all 53 atoms, in Å:
H1 -1.0268 -2.4952 -0.8189  0.104
C1 1.5056 -1.0243 -1.8069  -0.381
C2 -3.7220 0.1367 -1.7893  -0.057
H2 3.0372 -0.5893 -0.3415  0.078
Cl1 3.5316 -0.0568 2.9122  0.121
Cl2 -2.0448 3.9357 4.8228  0.823
H3 4.1281 -3.5537 -3.3057  0.109
H4 -4.9659 -1.5488 -2.3304  0.109
C3 1.3011 2.1304 -2.6276  -0.067
Cl3 -2.8944 1.1883 4.7531  0.796
C4 0.2323 2.8341 -0.5772  -0.114
C5 1.6115 -2.5078 3.6382  -0.236
C6 2.1082 -2.7782 -3.4175  -0.071
C7 0.9886 -2.2962 2.4027  -0.183
C8 -3.0398 -2.1516 -1.5833  -0.100
C9 3.7062 -2.1020 -1.7664  -0.093
H5 1.9679 3.7392 -3.9251  0.104
H6 -0.1407 2.5578 0.4340  0.071
H7 1.7551 1.3382 -3.2474  0.107
C10 3.3895 -2.8801 -2.8757  -0.082
C11 -0.3183 -1.7183 2.6746  -0.146
C12 0.7776 -1.9913 4.6957  -0.220
H8 1.8426 -3.4262 -4.2503  0.108
Cl4 0.2084 1.6336 3.4466  0.238
C13 2.7969 -1.1814 -1.2401  -0.126
C14 -2.8737 2.5738 2.3770  -0.767
O1 -3.7724 3.3742 2.3788  0.103
O2 -2.3267 1.8028 1.5926  -0.018
C15 -1.3807 -0.3891 -1.3238  -0.361
C16 0.6028 1.7789 -1.4517  -0.384
H9 -4.4932 0.8736 -1.9707  0.106
H10 1.2393 -2.6094 1.3917  0.135
C17 1.1731 -1.8702 -2.8811  -0.084
H11 4.6865 -2.2299 -1.3072  0.105
C18 -2.4280 0.5460 -1.3862  -0.080
H12 -3.2867 -3.2107 -1.5779  0.104
H13 -2.3020 1.5724 -1.0556  0.092
P1 0.3487 0.0767 -0.8573  1.086
H14 2.5773 -3.0435 3.7847  0.154
C19 0.3847 4.1770 -0.9590  -0.079
H15 1.0742 5.5473 -2.4533  0.102
C20 -1.7461 -1.7546 -1.2281  -0.136
H16 0.0307 4.9532 -0.2855  0.104
C21 0.9849 4.5129 -2.1732  -0.081
H17 -1.3673 -1.2051 4.5753  0.129
H18 0.9398 -2.1188 5.8001  0.162
H19 0.1512 -1.8727 -3.2896  0.108
H20 -1.0977 -1.6147 1.8760  0.152
C22 -0.4040 -1.5252 4.0593  -0.258
W1 1.3527 -0.3345 3.4371  0.988
C23 -2.2639 2.5254 3.9880  -1.119
C24 1.4639 3.4945 -2.9954  -0.069
C25 -4.0029 -1.2229 -1.9414  -0.088

Forces on the atoms, in the same order (eV/Å):
-0.383 0.429 -0.766
0.261 -0.623 0.079
0.903 -0.367 0.353
0.068 -0.315 -0.517
-0.278 -0.034 0.266
0.359 -0.239 0.352
-0.217 0.063 0.148
0.154 0.068 0.245
-0.120 0.379 -0.117
0.151 -0.144 0.739
-0.036 -0.342 0.024
0.976 -2.143 1.108
-0.024 0.312 0.282
-1.621 -0.326 -0.311
0.594 -0.438 0.281
0.219 0.312 0.223
-0.019 -0.079 0.127
-0.007 0.391 -0.900
-0.454 0.506 0.224
-0.517 0.288 0.010
0.106 -0.682 -1.126
0.165 -1.620 1.135
-0.114 0.240 0.134
0.614 -0.363 0.156
-0.510 0.035 0.025
1.466 -1.082 -2.334
-0.039 0.144 1.077
-0.405 0.631 1.331
-0.223 -0.299 1.173
0.751 1.126 -0.099
0.044 0.038 0.139
0.564 0.293 0.344
-0.183 -0.154 -0.156
-0.218 0.184 -0.051
-0.630 -0.339 -0.583
0.033 0.153 0.019
0.315 0.014 -0.549
0.032 -0.263 0.408
-0.819 0.865 -0.088
-0.093 -0.656 0.278
0.098 0.181 -0.115
0.033 0.159 -0.177
0.126 -0.074 -0.101
-0.243 -0.861 0.200
1.793 -0.117 -0.669
-0.064 0.386 -1.408
0.566 0.168 0.158
0.876 0.572 0.996
-3.112 -0.672 1.339
1.128 3.874 -2.442
-1.959 0.786 -1.036
-0.141 -0.965 0.437
0.032 0.602 -0.270